Below is a 2-piece molecular cluster, C2H5O3 overall, with properties calculated with wB97M-V/def2-TZVPD.

Cartesian coordinates (Å):
C1 -1.2044 -1.4606 -0.4633
O1 0.1017 -1.5969 -0.9814
H1 -1.2082 -1.3784 0.6310
H2 -1.6540 -0.5471 -0.8575
H3 -1.7385 -2.3853 -0.6960
O2 0.0239 1.3719 1.6266
C2 0.7485 1.4432 0.6192
O3 0.6051 0.8844 -0.4985
H4 1.6176 2.1387 0.7393
H5 0.5194 -0.7041 -0.9142

Total energy (eV): -8298.827
HOMO energy (eV): -4.44
Lowest unoccupied orbital energy (eV): 4.417
Gap between HOMO and LUMO (eV): 8.8575
ΔE to the lowest compared entry with this formula, charge and spin (eV): 0.850
Net charge: -1